Molecular formula: C4H10OS
Method: DFT, the ωB97M-V functional and the def2-TZVPD basis

Geometry as XYZ:
```
16
Properties=species:S:1:pos:R:3:forces:R:3
H 1.6770 -0.1497 -0.8942 -0.5 -0.5 -0.1
H 0.2900 2.2990 0.1774 0.9 -0.5 0.0
H -0.7980 2.2588 1.5618 0.7 -0.3 -0.1
H -0.7812 -1.7042 0.2268 2.0 0.5 -0.1
H 1.4487 -2.9379 0.4166 -0.3 1.0 -0.5
H -0.5913 -0.3651 1.8540 -0.3 1.7 0.1
S 1.5707 -2.6073 -0.9023 0.5 -0.1 -1.1
C -0.1625 0.2346 1.0263 3.2 -1.0 -0.8
C -0.2641 -0.7570 -0.1415 -4.4 -0.3 -1.7
H 0.6395 -0.6941 -2.1863 -0.4 -0.5 -0.6
C 0.8727 -0.8726 -1.1587 1.2 -0.8 3.2
O -1.6284 1.6504 -0.1757 0.1 0.4 0.0
H -1.5473 2.2634 -0.9126 0.1 0.0 0.2
C -0.4411 1.6892 0.6817 -3.7 0.1 0.2
H -1.2339 -0.5950 -0.7702 1.5 0.9 0.8
H 0.9494 0.2876 1.1970 -0.7 -0.5 0.6
```
Positions in Å, forces in eV/Å.

As for the maximum force: 0.09204 hartree/bohr. Its multiplicity is 1. Its SMILES is OCCCCS. For the gap between HOMO and LUMO, the calculation gives 0.35235 Ha. Its energy above the lowest of the compared OMol25 structures with the same formula, charge and spin is 181.2 kJ/mol.